C43H65CdN6Te | ωB97M-V/def2-TZVPD

Structure (XYZ):
```
116
Properties=species:S:1:pos:R:3:forces:R:3
Cd -1.030109 -1.528311 0.181367 -0.2 -0.1 -0.7
C -5.296997 -0.218661 1.461120 0.2 -1.1 1.0
C -4.257991 0.555380 0.655795 -1.7 -0.1 -0.9
C -4.909001 1.071951 -0.645973 0.5 0.0 -0.1
C -3.676291 1.600697 1.501766 1.0 1.1 1.0
C -4.219414 2.865732 1.649032 0.7 2.0 0.5
C -3.623546 3.910146 2.435889 1.0 -2.3 -0.4
C -2.385090 3.612384 3.022655 -2.4 0.0 -0.5
C -1.891251 2.303678 2.956548 1.0 1.6 0.8
C -0.559466 2.066935 3.564508 1.4 -0.9 -0.1
C 0.621277 2.840636 2.931118 -0.3 -1.1 0.4
C -0.438220 2.223542 5.052665 -0.2 1.9 0.0
C -2.499383 1.300755 2.260813 -1.9 -0.2 -1.1
N -1.971564 0.001830 2.135754 0.7 0.6 -1.0
C -2.119045 -0.831739 3.069334 -1.1 -1.6 1.2
C -1.660026 -2.203828 3.095179 0.9 2.1 -0.3
C -1.451472 -2.900035 4.276495 -0.1 -0.4 -0.3
C -0.628618 -3.943971 3.898948 0.3 -1.3 0.0
C -0.393974 -3.871768 2.503516 -0.5 -0.4 0.1
N -0.927746 -2.740197 2.066175 -1.5 0.0 -0.6
C 0.001982 -5.034430 1.574139 -0.8 0.2 -0.4
C 1.408762 -5.471234 1.865190 0.0 0.2 1.2
C -1.020179 -6.161622 1.819390 1.2 -1.1 0.1
C -0.144665 -4.801741 0.055764 -0.5 0.7 -0.5
H -5.593414 -1.088750 0.889304 -0.1 -0.3 -0.1
H -6.190703 0.255883 1.827290 -0.5 1.0 -0.6
H -4.930520 -0.575266 2.441350 0.6 -0.2 -0.5
H -3.510503 -0.159174 0.376367 0.5 -0.4 -0.2
H -4.201228 1.302515 -1.467915 -0.1 -0.5 0.6
H -5.429375 1.981436 -0.435098 -0.5 0.7 0.1
H -5.666827 0.376421 -0.997967 0.2 -0.2 -0.2
H -5.031725 3.283108 1.075803 -0.5 -0.8 -0.2
H -4.116133 4.864732 2.522956 0.1 0.2 -0.1
H -1.907406 4.375514 3.597545 0.6 0.2 0.3
H -0.406793 1.010723 3.343851 0.5 0.1 0.2
H 0.451761 3.890373 2.812892 -0.3 0.7 -0.1
H 0.844533 2.384040 1.980348 0.3 0.1 -0.5
H 1.462538 2.720020 3.620908 0.2 0.0 -0.3
H -0.470980 3.296652 5.321158 -0.1 -0.2 -0.1
H 0.480673 1.874932 5.459871 0.9 -0.5 0.1
H -1.218413 1.761674 5.569780 -1.4 -0.9 0.9
H -2.723815 -0.585861 3.956761 0.2 0.2 0.0
H -1.929517 -2.686575 5.216070 0.2 0.0 0.2
H -0.346212 -4.782729 4.497640 0.2 -0.3 0.4
H 1.561092 -5.692325 2.964425 0.1 0.5 -1.1
H 2.040547 -4.682822 1.447878 0.5 -0.2 0.5
H 1.584493 -6.375096 1.333184 0.4 -0.9 -0.5
H -1.140832 -6.272692 2.884757 -0.1 -0.6 0.3
H -0.746295 -7.144585 1.310917 0.0 1.2 0.8
H -1.951874 -5.894638 1.397117 -1.1 0.5 -0.3
H 0.495934 -4.020301 -0.420187 -0.3 -0.5 0.5
H -1.209742 -4.574210 -0.208098 0.9 0.1 0.2
H 0.076164 -5.766258 -0.433050 0.1 0.3 0.1
C 3.197574 0.368905 -5.909683 0.3 0.5 0.9
C 4.392044 0.364199 -4.931591 0.9 -0.1 0.6
C 5.247392 1.665241 -4.988257 -0.4 -0.1 -2.2
C 5.367608 -0.832727 -5.133726 0.7 1.5 0.1
C 3.828929 0.299763 -3.549979 -1.7 1.9 -1.0
C 4.082152 -0.649003 -2.645480 1.7 -2.3 1.6
C 3.383390 -0.752797 -1.469876 -3.0 0.7 1.5
N 2.332286 0.066514 -1.206276 1.4 -0.1 -0.2
C 2.080137 1.052418 -2.083848 -1.1 -1.1 0.6
C 2.797412 1.188946 -3.247543 -0.7 1.9 -1.3
C 0.755069 1.717346 -1.862288 -0.4 0.3 0.1
C 0.029063 2.176030 -2.978179 0.5 -0.9 -1.1
C -1.254927 2.705873 -2.847195 0.4 -0.8 -0.3
C -1.651849 2.844641 -1.524501 -1.6 1.1 -1.3
C -0.899471 2.373169 -0.496053 0.2 -0.1 0.7
N 0.253605 1.747810 -0.593940 1.3 0.3 -1.6
C -2.127732 2.900427 -4.128255 0.0 0.5 0.5
C -1.322045 3.758627 -5.127928 -3.1 2.7 0.9
C -2.481269 1.530790 -4.700721 -0.8 -1.2 -0.4
C -3.432593 3.617337 -3.746549 -0.2 0.3 -1.0
H 3.566045 -0.027867 -6.808991 0.2 -0.5 -1.6
H 2.841668 1.389474 -6.083033 0.0 -0.2 0.0
H 2.371428 -0.244684 -5.539549 0.2 0.1 -0.1
H 5.676109 1.747603 -6.035422 -0.2 0.0 1.1
H 6.056948 1.638016 -4.276952 0.2 0.0 0.3
H 4.644105 2.573036 -4.846587 0.1 -0.3 0.2
H 5.850626 -0.730820 -6.106978 -0.3 -0.4 -0.3
H 4.941448 -1.812182 -4.958239 -0.1 -0.1 -0.2
H 6.215400 -0.657993 -4.436658 -0.5 -0.4 -0.1
H 4.849826 -1.391354 -2.800001 0.1 -0.1 -0.2
H 3.375096 -1.552678 -0.701948 0.9 0.3 -0.8
H 2.419391 1.997586 -3.997871 1.1 -1.6 1.5
H 0.388632 1.932138 -4.032016 -0.3 0.4 1.7
H -2.603332 3.319834 -1.280416 0.2 -0.2 0.0
H -1.294898 2.512910 0.482254 -0.1 0.0 0.7
H -0.522802 3.243279 -5.449846 2.9 -1.8 -1.5
H -0.946373 4.665684 -4.617002 -0.1 -0.4 -0.1
H -1.913121 4.171693 -6.002904 0.4 -0.9 0.9
H -1.693828 0.906982 -5.161976 0.1 0.5 0.7
H -3.268147 1.531183 -5.445184 0.0 1.1 -0.9
H -3.066747 0.891744 -4.029668 0.9 0.0 0.8
H -3.212259 4.653537 -3.411984 -0.3 -0.6 0.1
H -3.934067 3.015701 -2.983129 -0.2 0.4 0.0
H -4.105562 3.698009 -4.656502 0.7 -0.2 1.0
C 3.856898 -0.453522 2.650549 -0.3 -1.0 -0.2
C 2.648191 -1.330933 3.017500 -0.6 0.2 0.5
C 3.098551 -2.604542 3.742561 3.5 0.8 -1.3
C 1.677744 -0.595198 3.988510 -0.3 -2.9 -0.1
N 1.928847 -1.737989 1.751022 1.5 0.6 0.3
N 0.934498 -0.850495 1.294761 0.1 0.2 0.0
H 4.268920 0.091558 3.492654 0.1 -0.1 0.3
H 3.472165 0.257748 1.956282 0.0 0.8 -0.7
H 4.634915 -1.061313 2.140670 -0.4 0.4 0.4
H 3.651772 -2.437085 4.696205 -0.4 0.4 -0.7
H 3.833475 -3.156201 3.071111 -1.0 0.4 0.7
H 2.302096 -3.201806 3.969907 -2.2 -1.8 0.5
H 1.958945 -0.862506 4.984006 0.5 0.1 0.9
H 0.635485 -0.973176 3.959969 0.4 0.0 -0.4
H 1.668745 0.424081 3.901667 0.0 2.6 -0.4
H 1.516022 -2.626682 1.944403 -0.6 -0.4 0.0
H 1.265848 -0.138070 0.634908 0.3 -0.1 0.4
H 0.359897 -0.508320 2.061821 0.3 0.4 -0.2
Te -2.128794 -1.572708 -2.179085 0.1 0.1 0.1
```
Positions in Å, forces in eV/Å.

Output
Molar mass: 906.0 Da
Strongest force on any atom: 4.2 eV/Å
HOMO-LUMO gap: 5.112 eV
Charge: -1
LUMO level: 2.28 eV
Total energy: -2441.803397 Eh
E_HOMO: -2.8 eV

Results of the Löwdin charge analysis, in e, for atoms 1 through 4: 0.924, -0.059, -0.388, -0.065